# 1
{
  "formula": "C11H20MnN2O3",
  "method": "ωB97M-V/def2-TZVPD",
  "multiplicity": 2,
  "e_above_lowest_kj_mol": 0.6,
  "lumo_ev": [-18.3, -18.2],
  "charge": 4,
  "orbital_gap_ev": [5.6, 5.6],
  "homo_energy_ev": [-23.9, -23.8],
  "s2": 0.77,
  "species": ["Mn", "C", "O", "C", "C", "O", "C", "C", "O", "C", "H", "H", "H", "H", "H", "H", "H", "H", "H", "H", "H", "H", "H", "H", "N", "C", "C", "C", "N", "C", "C", "H", "H", "H", "H", "H", "H"],
  "coordinates": [[-0.144038, 0.184424, 0.901381], [-0.140938, -0.459105, 3.869943], [-0.024936, 0.507340, 2.732038], [0.553118, 1.829337, 3.102757], [0.195114, 2.765858, 1.971560], [0.315810, 1.953441, 0.724345], [1.228448, 2.279385, -0.413473], [2.114773, 1.067613, -0.596846], [1.274773, -0.115070, -0.247960], [1.882448, -1.426621, -0.654105], [-0.922645, -0.085887, 4.528388], [-0.406994, -1.425627, 3.445865], [0.828445, -0.506037, 4.362373], [0.099382, 2.145729, 4.043192], [1.625420, 1.682475, 3.233765], [-0.835197, 3.114031, 2.007543], [0.874730, 3.614903, 1.904078], [0.581710, 2.476834, -1.265917], [1.798272, 3.173294, -0.161634], [2.441503, 0.962063, -1.632113], [2.973081, 1.039829, 0.074550], [1.856433, -1.467753, -1.740763], [2.897005, -1.452155, -0.261457], [1.268967, -2.210884, -0.213456], [-5.674051, -0.712351, -0.948993], [-4.478211, -0.463973, -0.516586], [-3.661938, -1.506809, 0.086319], [-2.425323, -1.195904, 0.529349], [-1.896331, 0.089663, 0.438736], [-2.648386, 1.092779, -0.157531], [-3.899537, 0.866182, -0.618476], [-6.099594, -1.641491, -0.886171], [-6.262500, 0.006510, -1.379525], [-4.041727, -2.517809, 0.195881], [-1.808555, -1.955202, 1.007818], [-2.193716, 2.072118, -0.214325], [-4.468815, 1.682471, -1.052349]],
  "atomic_forces_ev_per_a": [[-0.8, 0.0, -0.1], [0.0, -0.1, 0.0], [0.0, 0.0, -0.1], [0.0, 0.0, 0.0], [0.0, 0.0, 0.0], [0.0, -0.1, 0.0], [0.0, 0.0, 0.0], [0.0, 0.0, 0.0], [-0.1, 0.0, 0.1], [0.0, 0.0, 0.0], [0.0, 0.0, 0.0], [0.0, 0.0, 0.0], [0.0, 0.0, 0.0], [0.0, 0.0, 0.0], [0.0, 0.0, 0.0], [0.0, 0.0, 0.0], [0.0, 0.0, 0.0], [0.0, 0.0, 0.0], [0.0, 0.0, 0.0], [0.0, 0.0, 0.0], [0.0, 0.0, 0.0], [0.0, 0.0, 0.0], [0.0, 0.0, 0.0], [0.0, 0.0, 0.0], [0.3, 0.1, 0.1], [-0.5, -0.1, -0.2], [0.4, 0.0, 0.2], [-0.4, -0.4, -0.1], [1.0, 0.1, 0.3], [-0.5, 0.2, -0.3], [0.4, 0.2, 0.1], [0.0, 0.0, 0.0], [0.0, 0.0, 0.0], [0.0, 0.0, 0.0], [0.0, 0.0, 0.0], [0.0, 0.0, 0.0], [0.0, 0.0, 0.0]]
}


# 2
{
  "formula": "C11H20N2O2",
  "method": "ωB97M-V/def2-TZVPD",
  "e_above_lowest_kj_mol": 782.1,
  "lumo_ev": 0.0,
  "charge": 0,
  "orbital_gap_ev": 8.7,
  "homo_energy_ev": -8.7,
  "species": ["N", "N", "O", "O", "C", "C", "C", "C", "C", "C", "C", "C", "C", "C", "C", "H", "H", "H", "H", "H", "H", "H", "H", "H", "H", "H", "H", "H", "H", "H", "H", "H", "H", "H", "H"],
  "coordinates": [[0.041709, -0.483887, -2.018010], [1.834193, -0.497307, 0.815424], [1.316514, -0.342730, -2.547419], [2.414792, -1.516395, -0.065274], [-0.137712, -0.208522, -0.775830], [0.681375, 0.115622, 0.344070], [1.188752, -0.207538, -3.927902], [3.374781, -2.263383, 0.726480], [-2.076158, -1.328971, 0.204309], [-2.672545, 0.533838, -1.381037], [0.631327, 2.391529, 1.554625], [-0.229731, 0.438821, 2.825569], [-1.475366, 1.121823, 0.647387], [-1.615111, 0.128209, -0.385319], [-0.062273, 1.029887, 1.362575], [0.708320, -1.087601, -4.433071], [2.268553, -0.394677, -4.368417], [0.711205, 0.719401, -4.148207], [2.846106, -2.565091, 1.675539], [4.150286, -1.591901, 1.185205], [3.671651, -3.178551, 0.174440], [-2.616079, -2.079069, -0.500569], [-1.132950, -1.640932, 0.781070], [-2.897517, -1.034769, 0.933610], [-3.670402, 0.490345, -0.963383], [-2.492013, 1.591459, -1.728912], [-2.575742, -0.154904, -2.273537], [1.692058, 2.217532, 1.765952], [0.539185, 3.078385, 0.699081], [0.285264, 2.952675, 2.382665], [-0.713166, -0.583096, 2.935366], [0.729705, 0.259285, 3.276161], [-0.773952, 1.033852, 3.511577], [-1.657464, 2.181146, 0.325255], [-2.287597, 0.875515, 1.390528]],
  "atomic_forces_ev_per_a": [[0.1, 0.9, 0.1], [-3.0, 0.8, -2.6], [-0.1, -0.8, 1.5], [-0.7, 1.4, 1.1], [-1.5, 1.1, -2.9], [5.1, -2.4, 3.5], [2.4, -2.6, -1.9], [-1.2, 0.6, 2.0], [-0.6, 1.4, 1.2], [1.4, 0.3, -2.4], [0.8, -0.3, -1.2], [0.4, -2.4, -1.1], [-0.4, 2.0, 3.7], [-0.2, -4.4, -1.2], [-1.1, -0.3, 0.4], [-0.4, 0.8, 0.8], [-1.9, 1.3, 1.0], [-0.1, 0.7, -0.7], [0.3, -0.2, -1.0], [-0.1, -0.7, -1.3], [0.1, 1.0, 0.2], [1.8, 1.3, 0.8], [-1.9, -0.6, -0.8], [1.0, -0.7, -0.4], [-0.1, -0.2, 0.2], [-0.2, -1.0, 0.2], [-0.5, 0.8, 0.8], [-0.1, 0.0, -0.2], [0.1, -0.5, 0.0], [-0.8, 0.3, 1.0], [0.3, 1.0, -0.8], [0.7, 0.2, 0.1], [-0.6, 1.2, 0.2], [0.2, -1.0, -0.1], [0.7, 0.7, -0.3]]
}


# 3
{
  "formula": "C11H20N2O5",
  "method": "ωB97M-V/def2-TZVPD",
  "e_above_lowest_kj_mol": 373.7,
  "lumo_ev": 0.3,
  "charge": 0,
  "orbital_gap_ev": 9.2,
  "homo_energy_ev": -8.9,
  "species": ["C", "C", "C", "C", "C", "C", "C", "C", "C", "C", "C", "H", "H", "H", "H", "H", "H", "H", "H", "H", "H", "H", "H", "H", "H", "H", "H", "H", "H", "H", "H", "N", "N", "O", "O", "O", "O", "O"],
  "coordinates": [[2.318372, -0.323972, -1.309640], [1.759197, -0.143013, 0.151927], [1.865537, -1.607727, -2.024277], [1.460315, -1.454402, -3.521925], [0.419000, -0.312497, -3.754134], [-0.689170, -0.220857, 0.716413], [-2.106132, -0.169707, -0.043567], [-0.908438, 0.685059, 2.123468], [-1.764232, 1.972722, 1.752305], [-1.550945, -0.088935, 3.307789], [-1.521293, 0.632439, 4.594709], [4.063239, 0.759772, -1.245213], [4.128610, -0.702936, -0.500149], [1.881559, 0.598461, -1.776137], [1.009949, -1.980648, -1.515292], [2.592975, -2.437669, -2.018753], [2.223530, -1.338616, -4.230459], [0.950085, -2.417757, -3.842168], [-0.261697, 0.824440, -4.863176], [0.252894, 0.520344, -1.093909], [-0.443899, -1.231964, 1.100924], [0.032847, 1.001703, 2.439453], [-1.165464, 2.847173, 1.613474], [-2.309963, 2.092946, 2.638643], [-2.517398, 1.687983, 0.950903], [-2.690026, -0.198967, 3.008422], [-1.383062, -1.155243, 3.515103], [-1.749644, -0.153438, 5.372271], [-2.262826, 1.364453, 4.748793], [-0.598926, 1.257549, 4.916577], [-2.476574, -0.105774, -2.064710], [3.755107, -0.201640, -1.304996], [0.452248, 0.122366, -0.148999], [2.132507, -0.588447, 1.189298], [-0.198084, 0.262515, -2.957671], [0.453747, 0.094784, -4.950374], [-3.222167, -0.100957, 0.380225], [-1.931777, 0.210458, -1.355149]],
  "atomic_forces_ev_per_a": [[1.6, 1.8, 0.7], [-3.2, -2.0, -3.6], [0.1, -0.1, -1.0], [-2.7, -0.7, 1.3], [4.8, -3.9, 0.3], [-0.8, 0.4, 1.9], [0.5, 1.3, -1.6], [-1.4, -0.9, -2.6], [0.0, -2.5, -0.4], [-3.2, -0.5, -2.4], [1.5, 0.1, 3.0], [-0.1, 0.0, 0.1], [0.0, 0.1, -0.2], [0.8, -1.0, -0.3], [-0.9, -0.4, 0.4], [0.1, 0.7, 0.4], [1.4, 0.4, -0.7], [0.4, 1.0, 0.4], [1.5, -1.0, -1.1], [-0.2, -0.7, 1.4], [-0.6, 0.2, -0.3], [1.9, 0.4, 0.3], [0.3, 0.4, -0.6], [-1.2, 0.8, 1.2], [1.2, 1.3, 1.1], [1.8, 0.4, 0.5], [1.2, 0.3, -0.7], [0.5, 1.0, -0.3], [-1.3, 0.8, -0.3], [-0.8, -1.6, -0.8], [-1.0, -0.3, 0.1], [0.9, -0.2, -0.4], [-2.2, 1.7, 0.4], [1.4, -0.1, 1.6], [-2.4, 1.9, 3.3], [-2.1, 2.5, -3.8], [0.3, -1.6, 1.2], [1.8, -0.1, 1.3]]
}


# 4
{
  "formula": "C11H20NO2",
  "method": "ωB97M-V/def2-TZVPD",
  "e_above_lowest_kj_mol": 344.8,
  "lumo_ev": -2.5,
  "charge": 1,
  "orbital_gap_ev": 8.5,
  "homo_energy_ev": -11.0,
  "species": ["C", "C", "C", "C", "C", "C", "C", "C", "C", "C", "C", "N", "O", "O", "H", "H", "H", "H", "H", "H", "H", "H", "H", "H", "H", "H", "H", "H", "H", "H", "H", "H", "H", "H"],
  "coordinates": [[4.316127, 0.385477, -3.272051], [2.877288, 0.667797, -3.304669], [4.754394, 0.135197, -2.085638], [2.586768, 0.553002, -1.838949], [-1.722910, -2.835831, 1.043479], [-2.906086, -0.080160, -0.028426], [-1.511969, 2.338573, 0.768186], [-1.015705, 0.894477, 2.706991], [-1.001084, -1.483945, 0.858466], [1.506420, 0.552053, -1.115242], [-1.790175, -0.102294, 0.677761], [-1.047034, 1.012243, 1.220983], [3.812181, 0.292012, -1.163948], [1.420272, 0.302323, 0.225760], [4.813240, 0.321202, -4.283569], [2.566722, 1.571793, -3.646357], [5.855588, -0.063315, -1.783120], [-2.215131, -3.045523, 0.146512], [-2.534547, -2.825894, 1.850151], [-1.035305, -3.646112, 1.362550], [2.201926, -0.088550, -3.889091], [-3.416539, 0.846573, -0.244866], [-3.268500, -1.093362, -0.266452], [-1.758506, 2.133464, -0.229321], [-2.408276, 2.629690, 1.336235], [-0.795524, 3.038014, 0.873467], [-1.730519, 0.307526, 3.150276], [-0.068699, 0.518780, 2.946480], [-1.135654, 1.864841, 3.082664], [-0.338462, -1.677774, -0.011278], [-0.353952, -1.278690, 1.649943], [0.670265, 0.651158, -1.709631], [-0.088509, 0.939104, 0.717440], [2.309051, 0.085998, 0.505420]],
  "atomic_forces_ev_per_a": [[0.8, -0.2, -5.3], [-2.1, -3.5, 0.9], [4.0, -0.2, 0.3], [2.5, -0.5, 0.8], [-0.8, 1.0, 2.8], [0.3, -0.1, 0.7], [-3.2, -2.2, 0.8], [1.9, 1.2, -1.3], [-0.6, 0.5, -1.0], [0.6, -0.1, -0.4], [0.3, -3.6, -1.0], [0.5, 0.2, -0.9], [-2.0, 0.1, 2.1], [-0.4, 0.3, -0.1], [0.0, 0.1, 1.7], [-0.4, 2.9, -1.2], [-2.4, 0.2, -0.2], [-0.7, -0.9, -1.4], [1.1, 0.2, -1.0], [-0.2, 0.6, -0.6], [1.5, 1.0, 0.9], [-0.4, -0.3, -0.2], [-0.2, 1.0, -0.3], [-0.4, 0.6, -1.6], [0.3, -0.1, -0.3], [2.6, 2.2, 0.4], [-2.0, -1.7, 0.3], [1.4, -0.4, 0.7], [0.1, 1.4, 0.7], [-0.3, 0.7, 0.3], [1.2, -0.1, 1.5], [-2.5, 0.2, -0.3], [-0.7, -0.4, 1.8], [0.6, -0.1, 0.5]]
}


# 5
{
  "formula": "C11H20OSi",
  "method": "ωB97M-V/def2-TZVPD",
  "e_above_lowest_kj_mol": 264.1,
  "lumo_ev": 0.8,
  "charge": 0,
  "orbital_gap_ev": 9.0,
  "homo_energy_ev": -8.2,
  "species": ["C", "C", "C", "C", "C", "C", "C", "C", "C", "C", "C", "O", "Si", "H", "H", "H", "H", "H", "H", "H", "H", "H", "H", "H", "H", "H", "H", "H", "H", "H", "H", "H", "H"],
  "coordinates": [[0.831117, 0.314111, -0.630922], [-0.027234, 0.121246, 0.317350], [0.673908, 0.406941, -2.147952], [2.139982, 0.244849, -2.645942], [3.022373, -0.371864, -1.492160], [2.487435, -0.271745, 1.054477], [2.303166, 0.442899, -0.282946], [1.275235, -0.076267, 1.907675], [-3.107216, 0.729157, -0.643073], [-1.916750, 1.107949, 2.201298], [-2.204181, -1.850233, 0.862946], [1.301511, 1.077832, 2.667880], [-1.875889, 0.014103, 0.626097], [0.056437, -0.506831, -2.512927], [-0.066023, 1.269337, -2.371244], [2.057193, -0.294239, -3.558758], [2.463548, 1.287438, -2.809555], [2.719743, -1.380350, -1.475461], [4.019636, -0.147644, -1.610770], [2.429555, -1.288690, 0.838641], [3.376347, 0.094993, 1.590254], [2.570835, 1.551385, -0.306640], [1.004672, -0.982451, 2.515175], [-3.198088, 1.829537, -0.637847], [-2.821264, 0.421636, -1.597142], [-4.054153, 0.436658, -0.505083], [-1.961330, 0.577000, 3.194659], [-1.008369, 1.618178, 2.237010], [-2.868580, 1.720828, 2.146315], [-1.673365, -1.970361, 1.789268], [-3.180914, -2.235069, 1.020346], [-1.767981, -2.335648, 0.055547], [0.408783, 1.095439, 3.116680]],
  "atomic_forces_ev_per_a": [[1.1, 0.5, -1.4], [0.4, -1.0, 3.3], [-2.2, -1.5, 0.7], [-0.5, 2.0, 0.3], [-4.7, 3.2, 0.0], [-0.4, 2.5, 0.4], [0.9, -0.9, -0.9], [-2.4, -0.1, -1.8], [3.3, 2.1, 1.1], [-3.0, -1.7, 0.7], [-0.2, 2.3, 1.2], [-1.6, 0.0, 0.8], [0.0, 0.0, 0.4], [0.9, 1.3, 0.7], [2.0, -0.8, -0.3], [0.7, -0.4, -0.9], [0.4, -0.5, -0.4], [0.3, -1.5, 0.6], [2.2, 0.1, -0.3], [0.8, -1.9, -0.3], [-0.1, -0.6, -0.1], [0.0, -1.4, 0.1], [0.0, 0.8, -0.6], [0.5, -0.3, 0.0], [0.5, -0.4, -1.8], [-3.6, -1.6, 0.8], [-0.2, 0.1, -1.0], [1.0, 1.6, -0.4], [1.4, -0.2, 0.2], [0.6, -0.7, 0.4], [-1.1, 0.0, 0.0], [1.1, -1.1, -1.3], [1.7, 0.2, -0.4]]
}


# 6
{
  "formula": "C11H21AgO13S",
  "method": "ωB97M-V/def2-TZVPD",
  "multiplicity": 2,
  "e_above_lowest_kj_mol": 0.0,
  "lumo_ev": [5.5, 5.5],
  "charge": -3,
  "orbital_gap_ev": [2.1, 1.8],
  "homo_energy_ev": [3.3, 3.7],
  "s2": 0.76,
  "species": ["Ag", "C", "O", "H", "H", "H", "C", "O", "H", "H", "H", "C", "O", "H", "H", "H", "S", "O", "O", "O", "O", "C", "C", "C", "O", "C", "O", "O", "H", "H", "H", "H", "H", "H", "C", "C", "C", "O", "C", "O", "O", "H", "H", "H", "H", "H", "H"],
  "coordinates": [[-0.909285, 0.674148, -1.072057], [-3.240821, -1.843869, -1.604458], [-2.763117, -0.583671, -1.408442], [-4.208580, -2.040544, -1.094295], [-3.516109, -2.073469, -2.659769], [-2.524979, -2.624721, -1.289486], [0.522499, 0.107210, -4.336143], [-0.166078, 0.694751, -3.300167], [0.841013, -0.920760, -4.101629], [-0.155521, -0.006719, -5.194472], [1.414735, 0.706092, -4.559263], [1.531770, 2.335683, 0.364533], [0.909680, 1.919395, -0.773242], [0.891953, 2.307633, 1.274777], [2.397541, 1.704569, 0.660843], [1.916354, 3.364590, 0.274155], [-2.144079, 3.744070, -2.145370], [-1.174615, 4.795284, -1.852188], [-1.919944, 2.610371, -1.184801], [-3.517089, 4.245929, -2.004562], [-1.904677, 3.172792, -3.489748], [-1.214438, 3.425876, 4.667684], [-0.506633, 2.614178, 3.618326], [0.165321, 1.295403, 4.081100], [-0.208802, 0.358557, 3.085716], [-1.068703, 0.919523, 2.224912], [-1.498808, 0.367108, 1.257376], [-1.450911, 2.141224, 2.622486], [-0.535237, 4.062439, 5.246556], [-1.710533, 2.833374, 5.443241], [-1.948402, 4.113730, 4.248677], [0.133268, 3.253120, 3.003385], [-0.213647, 0.998914, 5.058240], [1.239235, 1.474580, 4.024732], [3.574892, -4.420994, -0.443983], [2.378768, -3.806231, -1.150243], [1.051201, -4.549910, -0.844442], [0.129273, -3.495920, -0.637844], [0.766983, -2.338247, -0.480684], [0.241759, -1.307141, -0.179379], [2.114689, -2.503376, -0.610431], [4.406890, -3.726004, -0.624429], [3.906239, -5.368001, -0.883688], [3.466145, -4.572800, 0.628663], [2.490534, -3.731591, -2.233213], [1.187243, -5.132209, 0.067314], [0.823024, -5.194367, -1.694289]],
  "atomic_forces_ev_per_a": [[0.2, 0.7, -2.0], [0.7, 1.1, -0.2], [-0.4, -0.3, 0.2], [-0.1, -0.1, 0.5], [0.2, -0.1, -0.4], [0.0, -0.5, 0.1], [-1.4, 0.8, 2.0], [0.5, -0.8, -0.3], [0.5, -0.8, 0.0], [0.2, 0.1, -0.8], [0.4, 0.0, -0.6], [-0.8, -0.7, -0.7], [0.4, -0.3, 0.5], [-0.2, 0.2, 0.2], [0.5, -0.2, 0.1], [0.0, 0.3, 0.1], [0.9, -2.0, -1.5], [0.7, 1.5, 0.5], [-0.8, 0.3, 1.3], [-1.1, 0.5, 0.3], [-0.5, 0.8, -0.3], [-0.1, 0.4, 0.9], [-0.8, -0.1, -1.1], [-0.1, 1.3, -0.9], [0.9, -0.3, 1.1], [-1.6, -0.4, -2.2], [0.3, 0.2, 1.6], [0.2, 0.3, 1.1], [0.3, -0.1, -0.3], [-0.2, -0.3, -0.3], [0.0, -0.2, -0.3], [0.5, -0.1, 0.5], [0.2, -0.2, 0.1], [0.1, -0.5, 0.4], [0.9, 0.5, -0.9], [-0.9, -0.3, 1.0], [1.1, 0.6, -0.2], [-0.6, -1.6, -0.5], [-0.5, 2.7, 1.0], [1.1, -1.9, -0.2], [0.5, -0.6, -0.4], [0.0, -0.2, 0.3], [-0.3, 0.0, -0.1], [-0.3, 0.2, 0.0], [0.4, 0.1, 0.0], [-0.3, -0.1, 0.1], [-0.6, 0.1, 0.2]]
}